A cluster of 4 separate species, C26H53B3N5O7 in total, computed with ωB97M-V with the def2-TZVPD basis set.

Element x y z (Å)
1 C 3.42 2.98 1.08
2 C 4.23 1.93 0.19
3 C 3.91 0.50 0.81
4 C 5.12 -0.50 0.77
5 C 5.25 -1.33 -0.57
6 C 3.89 -1.83 -1.19
7 C 3.58 -0.96 -2.47
8 C 2.86 -1.76 -3.63
9 C 1.67 -2.66 -3.15
10 C 0.38 -1.81 -2.83
11 C -0.22 -2.14 -1.40
12 C 0.00 -0.99 -0.34
13 O -0.14 -1.67 0.89
14 B -1.58 -1.71 1.30
15 N -2.38 -2.95 0.84
16 B -1.79 -1.56 2.98
17 O -2.34 -2.73 3.77
18 O -1.46 -0.41 3.75
19 C -0.09 -0.55 4.14
20 O -2.15 -0.61 0.45
21 C -1.16 0.14 -0.27
22 C -1.61 0.69 -1.67
23 C -0.49 1.59 -2.36
24 O -0.76 2.99 -2.18
25 B -0.92 1.41 0.71
26 O 0.20 2.25 0.68
27 O -1.94 1.71 1.65
28 C -2.79 2.77 1.19
29 C -4.13 2.18 0.57
30 H 3.02 3.84 0.49
31 H 2.56 2.46 1.57
32 H 4.09 3.35 1.90
33 H 5.32 2.14 0.21
34 H 3.78 2.03 -0.84
35 H 3.71 0.70 1.90
36 H 2.95 0.10 0.40
37 H 6.05 0.13 0.84
38 H 5.13 -1.13 1.69
39 H 5.83 -2.26 -0.31
40 H 5.90 -0.77 -1.29
41 H 3.95 -2.89 -1.54
42 H 3.04 -1.80 -0.46
43 H 4.54 -0.58 -2.92
44 H 3.01 -0.04 -2.20
45 H 3.61 -2.31 -4.26
46 H 2.43 -0.97 -4.31
47 H 1.41 -3.32 -4.02
48 H 1.97 -3.34 -2.32
49 H -0.42 -1.98 -3.59
50 H 0.66 -0.72 -2.92
51 H 0.33 -3.03 -1.00
52 H -1.28 -2.44 -1.50
53 H 0.94 -0.41 -0.53
54 H -1.80 -3.79 0.78
55 H -2.86 -2.79 -0.04
56 H -1.55 -3.43 3.71
57 H 0.02 -0.79 5.23
58 H 0.47 -1.32 3.57
59 H 0.45 0.43 3.96
60 H -1.84 -0.14 -2.39
61 H -2.53 1.32 -1.61
62 H -0.54 1.35 -3.44
63 H 0.51 1.27 -1.96
64 H -0.41 3.48 -2.94
65 H -0.06 3.05 1.15
66 H -2.28 3.43 0.44
67 H -3.08 3.40 2.07
68 H -4.21 1.08 0.73
69 H -4.13 2.42 -0.52
70 H -4.99 2.72 1.03
71 C -7.43 5.47 1.38
72 C -6.20 5.17 0.66
73 N -5.23 4.94 0.10
74 H -7.38 5.14 2.42
75 H -7.64 6.54 1.39
76 H -8.29 4.97 0.93
77 C 7.46 -5.46 0.41
78 C 7.04 -4.36 1.26
79 N 6.71 -3.49 1.94
80 H 7.95 -6.25 0.98
81 H 6.61 -5.91 -0.11
82 H 8.17 -5.12 -0.36
83 C -5.96 -1.94 5.82
84 C -4.80 -2.35 5.04
85 N -3.86 -2.68 4.42
86 H -5.87 -2.23 6.87
87 H -6.10 -0.86 5.80
88 H -6.88 -2.39 5.44
89 C -3.54 2.96 -5.87
90 C -2.76 2.85 -4.64
91 N -2.15 2.76 -3.67
92 H -4.08 3.91 -5.92
93 H -2.91 2.90 -6.75
94 H -4.28 2.16 -5.94

Output
HOMO-LUMO gap = 5.22 eV
HOMO = -2.986 eV
Net charge = -1
Lowest unoccupied orbital energy = 0.0820 Eh
Electronic energy = -1897.36937 Eh